(1)
Here is a structure of composition C60H48N6O2P3SSiSr in a non-equilibrium geometry from the Open Molecules 2025 dataset. Energies are from wB97M-V/def2-TZVPD.

Each line ends with the Mulliken charge.
CARTESIAN COORDINATES (ANGSTROEM)
Sr 0.7946 -1.5676 -0.0892  1.6984
C 5.4971 2.7747 2.0534  -0.7598
C 5.5880 1.3905 2.1226  -0.7931
C 4.4488 0.6221 2.3119  0.2326
C 3.1958 1.2229 2.4805  0.4937
C 3.1108 2.6178 2.3703  -0.4255
C 4.2536 3.3832 2.1609  -0.4508
P 1.7107 0.1449 2.6596  2.4103
C 1.8784 -0.7800 4.2339  0.3676
C 3.0794 -1.0951 4.8591  -0.5158
C 3.0879 -1.8857 6.0046  -0.5388
C 1.9043 -2.3677 6.5369  -0.7143
C 0.6969 -2.0720 5.9092  -0.6198
C 0.6872 -1.2943 4.7617  -0.5004
C 0.5281 1.4663 3.1757  -0.6535
C 0.6106 1.9916 4.4748  -0.5283
C -0.0898 3.1284 4.8320  -0.9588
C -0.8422 3.7878 3.8656  -1.0926
C -0.9268 3.2667 2.5866  0.2304
C -0.2877 2.0728 2.2045  0.4535
Si -0.4901 1.2978 0.4294  1.7541
C -0.5242 2.8848 -0.6967  0.3587
C 0.1042 4.0721 -0.2870  -0.1597
C 0.2623 5.1610 -1.1314  -1.0896
C -0.1673 5.0891 -2.4509  -1.0409
C -0.7673 3.9238 -2.9012  -0.3638
C -0.9535 2.8359 -2.0434  -0.3596
P -1.8063 1.3138 -2.6242  1.0788
C -3.1466 2.0641 -3.6449  0.1367
C -3.1402 2.2231 -5.0284  -0.0804
C -4.1790 2.8975 -5.6665  -0.6875
C -5.2345 3.4174 -4.9301  -0.5653
C -5.2567 3.2522 -3.5497  -0.7208
C -4.2237 2.5763 -2.9144  -0.3084
C -0.6797 0.6099 -3.8810  0.5550
C 0.6902 0.8573 -3.9012  -0.3718
C 1.5181 0.1578 -4.7757  -0.5279
C 0.9953 -0.8132 -5.6147  -0.8056
C -0.3675 -1.0869 -5.5864  -0.8987
C -1.1965 -0.3836 -4.7221  -0.4588
C -2.4155 0.7780 0.4816  0.1302
C -3.2576 1.7296 1.0832  -0.3754
C -4.6395 1.6836 1.0671  -1.2318
C -5.2618 0.6514 0.3915  -1.0848
C -4.4769 -0.3312 -0.1857  -0.8760
C -3.0665 -0.3370 -0.1128  0.7960
P -2.4842 -1.6924 -1.2864  0.2763
C -3.7075 -3.0283 -0.7479  0.3588
C -3.9782 -4.0383 -1.6709  -0.3788
C -4.5773 -5.2310 -1.2840  -0.6088
C -4.9010 -5.4471 0.0459  -0.5545
C -4.7017 -4.4292 0.9692  -0.8530
C -4.1266 -3.2278 0.5732  -0.2504
C -1.0141 -2.7535 -0.6797  2.2609
C 0.0887 -2.9854 -1.6173  -2.6122
C 1.0977 -3.8800 -0.8948  1.8693
C 1.5011 -3.6812 0.5705  -2.9216
C 0.3066 -3.3078 1.3640  -0.1900
C -0.8313 -2.8737 0.7865  -1.4950
H 6.3867 3.3753 1.9012  0.3642
H 6.5491 0.8936 2.0154  0.4586
H 4.5320 -0.4511 2.2907  -0.6011
H 2.1491 3.1137 2.4334  -0.0388
H 4.1648 4.4611 2.0806  0.4400
H 4.0184 -0.7427 4.4496  0.2735
H 4.0349 -2.1313 6.4726  0.4282
H 1.9161 -2.9762 7.4336  0.3674
H -0.2350 -2.4532 6.3120  0.4117
H -0.2535 -1.0689 4.2660  0.3838
H 1.2595 1.5145 5.2030  0.5480
H -0.0175 3.5187 5.8421  0.3983
H -1.3518 4.7164 4.1069  0.4314
H -1.4892 3.8281 1.8478  0.4236
H 0.4962 4.1411 0.7243  0.4118
H 0.7322 6.0682 -0.7627  0.4249
H -0.0256 5.9266 -3.1260  0.3578
H -1.0895 3.8608 -3.9355  0.4900
H -2.3155 1.8336 -5.6134  0.3422
H -4.1546 3.0238 -6.7430  0.4086
H -6.0342 3.9541 -5.4291  0.3552
H -6.0803 3.6509 -2.9678  0.4285
H -4.2355 2.4490 -1.8331  0.0824
H 1.1060 1.5990 -3.2302  0.2936
H 2.5807 0.3512 -4.7964  0.2717
H 1.6552 -1.3681 -6.2731  0.3965
H -0.7819 -1.8605 -6.2223  0.3968
H -2.2573 -0.6082 -4.6877  0.4131
H -2.8008 2.5744 1.5709  0.3735
H -5.2197 2.4666 1.5454  0.3909
H -6.3401 0.6057 0.2950  0.3810
H -4.9890 -1.1113 -0.7238  0.5699
H -3.6839 -3.8993 -2.7005  0.3698
H -4.7635 -6.0028 -2.0201  0.3983
H -5.3138 -6.3967 0.3621  0.3834
H -4.9721 -4.5725 2.0075  0.3978
H -4.0139 -2.4358 1.2998  0.4399
H 0.3002 -2.3819 -2.5029  0.7666
H 1.9187 -4.2372 -1.5218  0.7802
H 1.7707 -4.6843 0.8978  0.9448
H 0.3702 -3.4099 2.4470  0.5615
H -1.6899 -2.6602 1.4096  -0.0676
O 2.7771 2.2918 -0.8590  -0.7853
H 2.1889 1.6359 -1.2416  -0.0211
H 2.7862 2.0736 0.0835  0.1710
N 4.6102 1.2298 -2.7957  -0.4654
C 4.5375 -0.0228 -2.2465  0.3583
N 4.7317 -0.0773 -0.9167  -0.2047
S 4.3527 -1.4038 -3.1933  -0.3671
H 4.3111 1.9976 -2.2114  0.2898
H 4.3507 1.2818 -3.7622  0.3257
H 4.5217 0.7623 -0.3941  0.0973
H 4.3820 -0.9119 -0.4518  0.0523
O -0.3003 -5.9300 -0.3706  -0.5402
C -0.0908 -4.8966 -0.8734  0.3368
N -0.9963 -4.0171 -1.6304  -0.7070
N 2.9249 -1.6071 0.5077  -0.5962
C 2.7554 -2.7698 0.9443  1.2402
C 3.6181 -3.4233 1.9403  0.9596
C 3.2810 -4.6760 2.5457  -0.6474
N 2.9691 -5.6778 3.0431  -0.8287
C 4.7891 -2.7869 2.4388  0.0801
N 5.7503 -2.3031 2.8709  -0.8383

Computed properties:
total charge: -1
LUMO energy: 1.7 eV
energy: -123445.85798 eV
gap between HOMO and LUMO: 6.16 eV
highest occupied orbital energy: -0.1646 Ha

***

(2)
Here is a structure of composition C60H48O2P3PtSSiTe from the Open Molecules 2025 dataset. Energies are from wB97M-V/def2-TZVPD.

Each line ends with the Mulliken charge.
CARTESIAN COORDINATES (ANGSTROEM)
Pt 0.3577 0.3578 0.6773  2.0818
C -2.4883 5.1223 2.8418  -0.8251
C -1.3892 4.8064 2.0605  -1.0799
C -1.1969 3.4938 1.6450  0.0181
C -2.0836 2.4888 2.0233  0.7746
C -3.2126 2.8263 2.7726  -0.8843
C -3.4048 4.1330 3.1874  -0.8792
P -1.8145 0.7764 1.4664  0.5747
C -3.4120 0.4907 0.6420  0.9380
C -3.8081 1.3989 -0.3411  -0.4947
C -5.0492 1.2774 -0.9430  -0.7655
C -5.9068 0.2525 -0.5648  -0.8827
C -5.5209 -0.6462 0.4182  -0.5868
C -4.2778 -0.5283 1.0251  -0.4556
C -1.8168 -0.3844 2.8723  0.1592
C -2.2528 -0.1080 4.1600  -1.1326
C -2.1871 -1.1000 5.1326  -0.8774
C -1.7055 -2.3569 4.8085  -0.8850
C -1.2566 -2.6259 3.5199  -0.7427
C -1.2887 -1.6486 2.5314  1.2251
Si -0.5056 -1.7826 0.8016  -1.4698
C 0.9773 -2.9399 0.8195  0.9343
C 0.8859 -4.2889 1.1679  -0.2634
C 2.0272 -5.0670 1.3009  -0.9971
C 3.2799 -4.5097 1.0770  -0.9284
C 3.3898 -3.1830 0.6878  -0.7472
C 2.2435 -2.4057 0.5562  -0.4196
P 2.2843 -0.7067 -0.0927  2.0824
C 3.9503 -0.0823 0.3377  0.0518
C 4.1498 0.4689 1.5965  -0.4621
C 5.3915 0.9391 1.9928  -0.4651
C 6.4645 0.8588 1.1170  -0.8857
C 6.2860 0.2964 -0.1397  -0.7277
C 5.0393 -0.1723 -0.5316  -0.4314
C 2.4414 -0.8905 -1.8897  0.0424
C 2.5515 0.2744 -2.6487  -0.2398
C 2.6767 0.2011 -4.0245  -0.9471
C 2.6928 -1.0394 -4.6549  -0.5377
C 2.5796 -2.1962 -3.9031  -0.8378
C 2.4528 -2.1257 -2.5192  -0.3727
C -1.8485 -2.3328 -0.3993  0.7132
C -2.7352 -3.2995 0.0897  -0.0902
C -3.8063 -3.7536 -0.6648  -0.9045
C -4.0285 -3.2150 -1.9238  -0.9406
C -3.1551 -2.2632 -2.4305  -0.3604
C -2.0538 -1.8283 -1.6944  0.3677
P -0.7523 -0.7342 -2.4016  1.0796
C -0.7483 -1.2370 -4.1645  0.5370
C -0.6925 -2.5997 -4.4735  -0.6492
C -0.5081 -3.0292 -5.7786  -0.7178
C -0.3577 -2.1033 -6.8032  -0.6248
C -0.3897 -0.7490 -6.5085  -0.8076
C -0.5805 -0.3191 -5.2012  -0.6987
C -1.4652 0.9571 -2.4815  0.8985
C -0.7648 2.0064 -1.8827  -0.6937
C -1.2075 3.3206 -2.0026  -0.6954
C -2.3584 3.6044 -2.7237  -1.0372
C -3.0690 2.5685 -3.3209  -0.7562
C -2.6242 1.2613 -3.1971  -0.1898
H -2.6452 6.1416 3.1714  0.4301
H -0.6834 5.5732 1.7649  0.5394
H -0.3649 3.2590 0.9872  0.8567
H -3.9481 2.0683 3.0166  0.5135
H -4.2772 4.3870 3.7752  0.4524
H -3.1504 2.2121 -0.6293  0.4088
H -5.3474 1.9867 -1.7051  0.4949
H -6.8788 0.1580 -1.0331  0.4179
H -6.1886 -1.4439 0.7197  0.4474
H -3.9945 -1.2274 1.8008  0.2902
H -2.6263 0.8739 4.4206  0.4274
H -2.5094 -0.8845 6.1439  0.4096
H -1.6562 -3.1284 5.5675  0.4119
H -0.8446 -3.6064 3.3047  0.3672
H -0.0857 -4.7462 1.3320  0.4348
H 1.9412 -6.1101 1.5822  0.4604
H 4.1713 -5.1135 1.1942  0.4332
H 4.3651 -2.7554 0.4849  0.5305
H 3.3168 0.5310 2.2741  0.4529
H 5.5100 1.3763 2.9775  0.4856
H 7.4373 1.2327 1.4113  0.4135
H 7.1224 0.2202 -0.8234  0.4544
H 4.9263 -0.6099 -1.5136  0.5454
H 2.5356 1.2450 -2.1610  0.3829
H 2.7560 1.1093 -4.6088  0.4339
H 2.7808 -1.0990 -5.7321  0.4216
H 2.5799 -3.1624 -4.3913  0.3861
H 2.3509 -3.0372 -1.9432  0.4033
H -2.6009 -3.6975 1.0932  0.3093
H -4.4742 -4.5072 -0.2638  0.4434
H -4.8712 -3.5443 -2.5198  0.4485
H -3.3106 -1.8860 -3.4345  0.3521
H -0.7925 -3.3365 -3.6836  0.4489
H -0.4797 -4.0904 -5.9961  0.4399
H -0.2173 -2.4366 -7.8236  0.4048
H -0.2675 -0.0180 -7.2995  0.4343
H -0.5885 0.7439 -4.9940  0.4589
H 0.1464 1.8269 -1.2983  0.3207
H -0.6466 4.1236 -1.5367  0.5170
H -2.6974 4.6283 -2.8253  0.3944
H -3.9682 2.7815 -3.8871  0.5523
H -3.1803 0.4627 -3.6748  0.1528
C 3.4785 -0.6930 5.2377  -1.3018
C 2.4102 -0.0713 4.3894  1.0266
O 2.6157 1.2082 4.0975  -0.5510
O 1.4076 -0.6381 3.9961  -0.4619
H 4.4465 -0.2360 5.0476  0.3645
H 3.5082 -1.7632 5.0533  0.3347
H 3.2206 -0.5272 6.2856  0.3554
Te 0.9911 1.9032 3.0880  0.5735
C 2.1513 3.4854 2.4038  0.5813
C 2.7143 4.5094 3.1153  -0.7593
C 3.4717 5.3861 2.2970  -0.4861
C 3.4585 5.0171 0.9827  -0.8006
S 2.5566 3.5909 0.7388  0.2787
H 2.5905 4.6299 4.1838  0.4522
H 3.9972 6.2565 2.6653  0.4618
H 3.9383 5.5122 0.1512  0.4608

Computed properties:
total charge: +1
LUMO energy: -2.7 eV
energy: -124212.33371 eV
gap between HOMO and LUMO: 6.66 eV
highest occupied orbital energy: -0.3430 Ha

***

- The highest gap between HOMO and LUMO belongs to which entry?
  C60H48O2P3PtSSiTe